Model 1:
{"formula": "C4H4O3", "method": "wB97M-V/def2-TZVPD", "symbols": ["O", "C", "O", "C", "C", "C", "O", "H", "H", "H", "H"], "positions_angstrom": [[-1.1244, 2.7756, -2.2784], [-0.7491, 2.7122, -1.2084], [-1.6006, -0.0016, -0.5382], [-1.0738, -0.1200, 0.5415], [0.1546, -0.9634, 0.7800], [1.3120, -0.8455, -0.0997], [1.2936, -0.2201, 1.1823], [-0.0146, -1.8894, 1.3348], [-1.4659, 0.4053, 1.4349], [1.2684, -0.1685, -0.9513], [1.9999, -1.6846, -0.1975]], "lumo_energy_ev": 0.68, "e_homo_ev": -10.16, "homo_lumo_gap_ev": 10.83}

=====

Model 2:
{"formula": "C4H4O3", "method": "wB97M-V/def2-TZVPD", "symbols": ["C", "C", "C", "C", "H", "H", "H", "H", "O", "O", "O"], "positions_angstrom": [[-0.7491, -0.7873, 0.1429], [0.0933, 1.2861, 0.4619], [1.4953, -0.0891, -0.6407], [0.7977, -1.0041, -0.0275], [-0.1137, 2.4659, 0.6860], [0.9028, 0.6501, 1.2843], [2.4641, -0.3215, -0.9370], [1.1766, -2.1064, 0.0481], [-1.7478, -1.3699, 0.3547], [-0.9190, 0.5484, 0.2666], [0.8853, 1.1814, -0.7090]], "lumo_energy_ev": 0.35, "e_homo_ev": -10.28, "homo_lumo_gap_ev": 10.63, "smiles": "O=C1C=COCO1"}

=====

model 1 ends up most stable, edging out the next structure by 93.3 kJ/mol.